Record 1
This record from the Open Molecules 2025 dataset describes a cluster of 3 separate species, C22H28BF3O2 in total. The level of theory is ωB97M-V/def2-TZVPD.

XYZ file:
```
56
Properties=species:S:1:pos:R:3:forces:R:3:lowdin_charge:R:1
C -3.0886 -1.5409 -2.0741 -0.245 -0.221 -0.045 0.00
C -2.7669 -0.1133 -1.6406 -0.671 -0.700 -0.587 -0.45
C -3.7289 0.8364 -2.2894 -0.699 0.124 0.088 -0.01
C -2.6297 -0.0483 -0.0680 0.192 0.152 -0.289 -0.45
C -3.1953 1.2297 0.4598 -0.545 1.059 0.084 -0.04
C -3.2777 -1.1282 0.7956 -0.226 -0.667 -0.172 -0.01
O -1.2080 -0.1127 0.0692 -0.541 -0.944 -1.196 0.04
B -0.6168 -0.0062 -1.2167 0.147 -1.727 1.794 -0.62
C 0.8434 -0.5477 -1.2114 1.149 -0.037 -0.663 -0.05
C 1.6726 -0.5682 -2.3412 -0.015 0.060 -0.277 -0.02
C 3.0470 -0.7938 -2.2486 0.073 -0.226 0.346 0.00
C 3.6251 -1.0380 -0.9929 -0.235 0.171 -0.666 -0.12
C 5.1117 -1.1211 -0.7765 0.459 0.045 0.480 -0.51
F 5.5316 0.0419 -0.1632 0.004 -0.961 -0.585 0.10
F 5.4314 -2.1426 0.0827 -0.085 0.857 -0.803 0.11
F 5.8574 -1.2872 -1.9035 -0.688 0.200 0.922 0.12
C 2.8106 -1.1232 0.1261 0.799 -0.275 0.004 0.00
C 1.4536 -0.9416 -0.0151 -0.631 0.459 0.938 -0.03
C 0.6977 -1.1147 3.4887 0.747 -0.938 -0.970 -0.13
C 0.0414 -2.0756 2.5372 -0.357 -0.847 0.139 -0.24
O -1.4914 0.2492 -2.2258 0.709 -0.284 0.952 0.17
H -4.1167 -1.7308 -1.7414 0.221 -0.312 -0.094 0.10
H -3.0666 -1.6324 -3.1631 0.022 0.136 0.090 0.10
H -2.4143 -2.3161 -1.6690 -0.237 0.491 0.037 0.11
H -4.7199 0.6813 -1.8666 -0.207 0.187 -0.119 0.10
H -3.4355 1.8814 -2.1813 -0.026 -0.113 0.148 0.10
H -3.7642 0.6203 -3.3539 -0.051 -0.036 -0.087 0.10
H -4.2784 1.2048 0.3362 -0.028 0.087 -0.082 0.10
H -3.0276 1.3824 1.5214 0.067 -0.207 0.072 0.09
H -2.8179 2.0953 -0.0687 -0.056 0.251 -0.034 0.08
H -4.3522 -1.2377 0.5777 0.344 0.059 -0.070 0.10
H -2.7986 -2.1048 0.6971 -0.061 0.092 -0.115 0.09
H -3.2157 -0.8401 1.8538 0.166 -0.008 -0.299 0.10
H 1.2099 -0.4000 -3.3157 0.292 0.138 0.144 0.12
H 3.6771 -0.7884 -3.1299 -0.084 0.041 0.004 0.12
H 3.2828 -1.3038 1.1053 -0.533 0.012 -0.465 0.14
H 0.8896 -1.0370 0.9083 0.003 0.359 -0.718 0.05
H 1.7422 -1.4104 3.8140 -1.531 0.581 -0.003 0.06
H -0.0191 -0.6288 4.1569 0.620 -0.102 0.286 0.04
H -0.4314 -2.9352 3.0354 -0.187 0.034 0.162 0.07
H -0.7307 -1.6651 1.8582 0.184 0.185 0.545 0.05
H 0.7358 -2.5581 1.8543 0.351 -0.088 0.146 0.05
C 0.7721 1.1723 1.9934 0.071 0.917 1.057 -0.09
C -0.2241 1.7121 1.1900 -0.610 1.718 -1.970 -0.03
C -0.0868 2.2476 -0.1045 -0.702 0.083 1.676 -0.06
C 1.1141 2.3025 -0.8029 1.373 0.181 -1.034 -0.08
C 2.4065 2.3431 -0.2886 -0.632 0.199 -0.747 -0.06
C 2.7830 2.3147 1.0661 0.036 -0.347 0.690 -0.06
C 2.0317 1.7683 2.1013 0.918 0.170 -0.717 -0.04
H 0.4665 0.4568 2.7489 0.011 0.525 0.952 0.01
H -1.2122 1.7982 1.6659 0.586 -0.247 -0.463 0.11
H -0.9822 2.5856 -0.6582 0.567 -0.116 0.519 0.12
H 1.0147 2.3717 -1.9086 0.216 0.250 0.835 0.14
H 3.1975 2.5372 -1.0227 -0.247 -0.129 0.318 0.12
H 3.7973 2.6623 1.2871 -0.395 -0.006 0.068 0.11
H 2.4529 1.7967 3.1111 0.198 -0.286 -0.225 0.12
```
Positions in Å, forces in eV/Å.

Computed properties:
- Highest occupied orbital energy: -5.403 eV
- Charge: 0
- Relative energy (zero: lowest compared OMol25 entry of this formula, charge and spin): 255.1 kJ/mol
- Gap between HOMO and LUMO: 4.446 eV

Record 2
This record from the Open Molecules 2025 dataset describes an isolated molecule of C22H28Cl2O4. The level of theory is ωB97M-V/def2-TZVPD.

XYZ file:
```
56
Properties=species:S:1:pos:R:3:forces:R:3:lowdin_charge:R:1
C 3.4740 -0.0470 -4.6193 0.163 -0.090 0.170 -0.12
C 3.8386 -0.3618 -3.1741 -0.317 0.105 -0.105 -0.27
C 2.7288 0.0490 -2.2084 0.383 -0.166 0.097 -0.20
C 3.1157 -0.2495 -0.7596 -0.310 0.243 -0.052 -0.13
C 2.0025 0.0543 0.2513 0.299 -0.166 0.062 -0.33
C 2.5032 0.0558 1.7235 -0.128 0.045 -0.090 -0.23
C 3.4840 1.1987 2.0538 0.056 0.071 0.157 -0.14
C 4.6024 0.5620 2.8783 0.037 0.010 -0.093 -0.19
C 4.6993 -0.8490 2.3109 -0.031 -0.028 0.175 -0.19
C 3.2355 -1.2433 2.1267 0.023 -0.041 -0.021 -0.15
C 0.8070 -0.9150 0.1411 0.193 -0.021 -0.064 -0.05
C -0.4043 -0.0437 0.2297 0.051 0.643 -0.022 -0.14
C -1.7199 -0.4396 0.3625 -0.364 -0.028 0.043 0.05
C -2.7186 0.5325 0.4140 0.277 -0.011 -0.046 -0.27
O -4.0330 0.2860 0.5543 0.119 0.198 -0.013 -0.08
C -4.4926 -1.0507 0.6393 -0.282 -0.438 0.114 -0.19
C -6.0045 -1.0037 0.8273 0.261 0.226 -0.244 -0.15
C -6.6921 -0.3302 -0.3557 -0.015 -0.074 0.274 -0.10
C -8.1823 -0.2360 -0.1558 -0.010 -0.074 0.080 -0.54
O -8.7886 -0.6054 0.8121 -0.030 -0.076 0.193 0.11
O -8.7839 0.3222 -1.2147 -0.093 0.289 -0.570 0.11
C -2.3665 1.8925 0.3150 -0.018 0.195 -0.013 -0.59
Cl -3.6283 3.0608 0.3717 -0.108 0.080 0.006 0.73
C -1.0437 2.2876 0.1772 -0.186 -0.342 0.041 -0.60
Cl -0.6387 3.9450 0.0659 0.024 0.145 -0.003 0.76
C -0.0559 1.3031 0.1440 -0.509 -0.105 0.044 -0.11
C 1.4009 1.4456 0.0190 0.018 -0.220 -0.043 -0.32
O 2.0225 2.4538 -0.2083 0.128 0.034 -0.063 0.10
H 3.2971 1.0190 -4.7420 -0.036 0.114 -0.073 0.07
H 4.2772 -0.3419 -5.2907 0.022 0.004 -0.142 0.07
H 2.5704 -0.5786 -4.9108 -0.098 -0.032 -0.080 0.07
H 4.0307 -1.4332 -3.0729 0.078 -0.012 0.055 0.11
H 4.7579 0.1654 -2.9105 0.065 -0.045 0.066 0.11
H 1.8110 -0.4799 -2.4777 -0.091 -0.003 -0.037 0.11
H 2.5377 1.1172 -2.3194 -0.059 0.023 -0.024 0.12
H 3.3976 -1.3014 -0.6762 0.068 -0.041 0.064 0.12
H 3.9914 0.3517 -0.5162 0.097 -0.024 0.024 0.12
H 1.6060 0.1680 2.3414 0.012 -0.022 0.003 0.15
H 2.9872 2.0042 2.5928 0.010 0.087 -0.080 0.12
H 3.8919 1.6291 1.1409 -0.014 0.055 0.000 0.10
H 5.5377 1.1140 2.8018 0.038 0.047 0.085 0.11
H 4.3158 0.5160 3.9304 0.032 -0.005 0.080 0.11
H 5.2110 -0.8296 1.3482 0.061 -0.013 -0.069 0.11
H 5.2319 -1.5337 2.9699 0.077 -0.055 -0.048 0.11
H 2.8377 -1.6009 3.0779 -0.010 -0.065 -0.001 0.12
H 3.1142 -2.0401 1.3957 -0.079 -0.113 -0.004 0.10
H 0.8137 -1.6714 0.9267 0.034 -0.037 0.014 0.13
H 0.8151 -1.4394 -0.8164 -0.007 -0.059 -0.018 0.13
H -1.9642 -1.4875 0.4269 -0.076 -0.117 0.015 0.12
H -4.2371 -1.5926 -0.2815 0.050 0.042 0.084 0.14
H -4.0253 -1.5583 1.4928 0.009 0.059 -0.120 0.13
H -6.2342 -0.4455 1.7350 -0.006 -0.093 0.060 0.13
H -6.3819 -2.0190 0.9507 0.028 -0.007 0.067 0.13
H -6.3037 0.6818 -0.4866 -0.027 -0.010 -0.104 0.13
H -6.5081 -0.8740 -1.2847 0.008 0.056 -0.057 0.14
H -9.7406 0.3866 -1.0670 0.183 -0.134 0.227 0.13
```
Positions in Å, forces in eV/Å.

Computed properties:
- Highest occupied orbital energy: -8.956 eV
- Charge: 0
- Relative energy (zero: lowest compared OMol25 entry of this formula, charge and spin): 3.7 kJ/mol
- Gap between HOMO and LUMO: 9.274 eV

Record 3
This record from the Open Molecules 2025 dataset describes a structure of composition C22H28ClN4O6Pt. The level of theory is ωB97M-V/def2-TZVPD.

XYZ file:
```
62
Properties=species:S:1:pos:R:3:forces:R:3:mulliken_spin:R:1
Pt 0.1881 -0.9758 3.2451 0.533 1.063 -0.999 1.86
Cl 0.3379 1.6048 0.3135 -0.293 3.602 -1.490 0.00
O -0.6403 2.5007 0.8453 -0.506 0.105 -0.282 0.01
O 0.2495 0.4300 1.1331 -0.299 -4.255 1.603 0.09
O 0.1155 1.3293 -1.0865 -0.259 -0.705 1.218 0.05
O 1.6341 2.1403 0.4828 1.236 0.147 0.116 0.00
N 4.8624 1.4384 -2.8841 0.338 0.514 0.360 0.00
C 3.5917 1.7589 -2.6364 0.923 -0.256 -0.098 0.00
C 2.6589 1.7373 -3.6303 -1.332 -0.657 -0.320 0.00
C 3.0104 1.3834 -4.9055 1.476 0.195 -1.018 0.00
C 4.3663 1.1071 -5.2066 -0.089 0.451 0.822 0.00
C 5.2696 1.1683 -4.1381 -1.314 0.663 0.764 0.00
H 3.3186 2.1098 -1.6522 0.132 -0.252 0.315 0.00
H 1.5992 1.8455 -3.4518 -0.008 0.564 0.363 0.00
H 2.2472 1.5208 -5.6572 0.114 -0.530 -0.357 0.00
H 4.7775 0.9437 -6.1918 -0.381 -0.053 -0.193 0.00
H 6.3475 1.1938 -4.2006 0.095 -0.650 -0.568 0.00
N 2.3944 -0.8160 3.5228 0.312 -0.521 0.111 0.02
C 3.0906 -0.4683 2.4355 0.149 0.738 -0.588 -0.03
C 4.4732 -0.4730 2.4027 0.319 -0.131 0.240 0.01
C 5.1991 -0.8818 3.5009 0.296 -0.305 -0.118 0.00
C 4.5432 -1.2568 4.6701 -0.969 0.547 -0.935 0.00
C 3.1633 -1.1985 4.6035 -1.450 -0.579 0.415 -0.02
H 2.5837 -0.1112 1.5512 -0.403 -0.139 0.121 -0.01
H 5.0097 -0.1924 1.5084 -0.295 0.031 -0.134 0.00
H 6.2678 -0.9913 3.3900 0.142 0.219 0.238 0.00
H 5.0503 -1.5669 5.5718 -0.105 -0.087 -0.050 0.00
H 2.5714 -1.5812 5.4218 0.025 0.199 0.276 0.00
N -1.9253 -1.2040 2.9740 -2.731 1.395 -0.777 0.04
C -2.8676 -0.2053 2.6667 0.116 -0.288 -0.075 -0.02
C -4.2956 -0.3801 2.5835 2.982 1.214 0.619 0.01
C -4.8234 -1.5972 2.8852 -0.023 -0.656 0.523 0.00
C -3.9331 -2.6204 3.1231 2.007 -0.442 0.073 0.01
C -2.5275 -2.3945 3.1209 -0.525 -0.705 0.492 -0.02
H -2.4454 0.7710 2.4796 0.040 0.115 0.006 0.00
H -4.9135 0.4967 2.4580 0.172 0.084 -0.406 0.00
H -5.8855 -1.7154 3.0412 -0.076 -0.194 -0.313 0.00
H -4.2402 -3.6270 3.3656 -0.112 0.000 -0.081 0.00
H -1.8277 -3.1906 3.3280 -0.285 -0.434 0.029 0.00
N -5.0926 1.4940 -0.1149 0.813 0.532 -0.214 0.00
C -3.8915 2.0039 -0.4903 -1.156 -1.615 -1.713 0.00
C -3.5680 2.1287 -1.8614 0.110 -0.016 1.133 0.00
C -4.5082 1.8401 -2.8430 -0.523 0.395 0.846 0.00
C -5.7712 1.3775 -2.4400 0.809 0.917 0.138 0.00
C -5.9938 1.2103 -1.0739 0.357 0.764 0.191 0.00
H -3.1184 2.1465 0.2501 -0.137 0.313 0.235 0.00
H -2.5541 2.4272 -2.0834 -0.007 0.252 -0.282 0.00
H -4.3181 2.1364 -3.8640 0.074 -0.387 -0.177 0.00
H -6.5668 1.3735 -3.1703 -0.151 -0.531 0.111 0.00
H -6.9774 0.9969 -0.6823 -0.136 -0.433 -0.167 0.00
C -2.7685 -1.0269 -1.0580 -0.353 0.025 -0.013 0.00
O -2.9687 -2.4189 -1.3054 0.180 0.416 -0.099 0.00
H -3.4942 -0.7306 -0.3005 0.248 -0.063 0.199 0.00
H -1.7426 -0.8014 -0.7671 0.075 -0.021 0.311 0.00
H -2.9869 -0.3818 -1.9090 -0.069 -0.291 -0.273 0.00
H -2.5274 -2.6003 -2.1384 -0.023 -0.277 -0.060 0.00
C 3.1498 -1.2760 -1.0321 1.297 0.062 0.026 0.00
O 3.5434 -2.1730 0.0106 -0.751 -0.041 0.770 0.00
H 2.6945 -1.8306 -1.8527 -0.024 0.323 -0.113 0.00
H 2.5113 -0.4679 -0.6754 -0.395 -0.463 0.303 0.00
H 4.0665 -0.7527 -1.3038 -0.136 0.052 -0.828 0.00
H 4.2869 -2.7070 -0.2786 -0.055 0.076 -0.228 0.00
```
Positions in Å, forces in eV/Å.

Computed properties:
- Multiplicity: 3
- Highest occupied orbital energy (alpha / beta): -11.004 / -11.004 eV
- Charge: +1
- Gap between HOMO and LUMO (alpha / beta): 7.172 / 3.009 eV

Record 4
This record from the Open Molecules 2025 dataset describes a cluster of 3 separate species, C22H28F17N2O6P in total. The level of theory is ωB97M-V/def2-TZVPD.

XYZ file:
```
76
Properties=species:S:1:pos:R:3:forces:R:3:lowdin_charge:R:1
C 1.3394 -0.0969 0.9430 -0.939 0.140 -0.516 -0.04
C 0.4265 1.0727 0.4269 1.325 -0.888 1.514 -0.22
O -0.8499 0.8956 1.0415 -0.286 0.446 -0.692 -0.18
C -1.9095 1.5377 0.3475 0.425 -0.114 0.538 -0.15
C -3.0232 0.4575 0.0097 1.285 0.398 -0.638 -0.30
C -2.2745 -0.8600 0.0420 -3.539 6.048 0.440 -0.18
N -1.8094 -1.8636 0.0151 2.649 -5.346 -0.310 0.23
C -3.4652 0.6674 -1.4685 -0.372 -0.365 -0.403 -0.07
C -3.9510 -0.6042 -2.2070 0.275 0.074 -0.937 -0.35
C -2.9513 -1.0916 -3.2801 -0.796 -0.276 0.290 -0.02
F -5.1154 -0.2484 -2.9195 0.040 0.034 0.277 -0.04
C -4.1920 0.5142 1.0469 0.869 0.748 0.664 -0.33
C -3.5748 0.5837 2.4270 -3.168 -0.574 -6.906 -0.24
N -3.0984 0.5434 3.4210 2.686 -0.020 5.962 0.23
C -5.2392 -0.6286 0.9387 -0.541 -0.391 1.416 -0.19
C -4.8384 -1.9587 1.6280 -0.413 -0.309 -0.761 -0.08
P -5.1869 2.1123 0.8891 -2.035 0.343 -1.061 0.53
O -6.4175 1.8482 0.1475 -0.222 -0.622 -0.418 -0.25
O -5.6297 2.6707 2.3582 1.631 -0.356 -0.680 -0.12
O -4.3705 3.2702 0.0956 0.156 -0.370 1.836 -0.11
H 0.7536 -0.7388 1.6199 0.151 0.314 -0.202 0.08
H 1.5865 -0.7112 0.0661 0.423 0.070 0.477 0.06
H 2.2097 0.2744 1.4898 -0.063 -0.184 -0.396 0.04
H 0.4057 1.0327 -0.6720 -0.343 0.286 0.307 0.10
H 0.8840 1.9991 0.8180 -0.370 0.021 -0.611 0.12
H -2.2960 2.3533 0.9788 -0.071 -0.332 -0.232 0.12
H -1.4954 1.9958 -0.5623 -0.463 -0.184 0.086 0.13
H -4.2523 1.4297 -1.5941 0.184 -0.345 0.384 0.12
H -2.6089 1.0545 -2.0430 -0.179 -0.158 0.392 0.12
H -4.2455 -1.4426 -1.5635 0.177 0.319 0.039 0.13
H -3.5586 -1.6180 -4.0339 0.336 0.234 0.121 0.09
H -2.2543 -1.8390 -2.8779 0.031 0.487 0.000 0.07
H -2.4498 -0.2281 -3.7363 0.027 -0.435 0.036 0.09
H -6.1440 -0.2701 1.4607 0.261 -0.089 -0.316 0.11
H -5.5676 -0.8308 -0.0863 0.292 0.474 0.181 0.11
H -5.7440 -2.5853 1.7086 0.249 0.329 -0.037 0.08
H -4.4494 -1.8486 2.6473 0.153 0.095 -0.401 0.08
H -4.1619 -2.5221 0.9694 0.085 0.163 0.600 0.06
H -5.9528 1.9186 2.8785 -0.074 0.280 0.122 0.09
H -4.7183 4.1249 0.4027 0.196 0.024 -0.270 0.10
F 1.7304 -0.8940 -6.2226 0.086 -0.118 -0.351 0.09
C 2.1482 -1.8618 -7.0662 -0.085 0.382 -0.571 -0.30
F 1.2960 -1.8675 -8.1207 0.063 -0.187 0.081 0.10
C 2.1575 -3.2396 -6.4051 -0.409 -0.371 0.588 -0.44
F 0.9018 -3.6402 -6.1081 0.019 0.129 -0.132 0.13
F 2.6297 -4.1221 -7.3311 0.258 0.258 -0.115 0.11
C 3.0419 -3.3913 -5.1571 0.614 -0.532 0.147 -0.05
O 2.4122 -3.2423 -3.8925 -0.522 0.693 -0.305 0.05
C 2.2209 -1.9593 -3.4062 1.032 -0.549 -0.218 -0.53
F 2.9493 -1.0771 -4.1197 -0.154 0.227 0.386 0.14
F 2.7219 -1.9446 -2.1529 -0.310 0.105 0.088 0.15
C 0.7421 -1.5747 -3.3392 -0.774 0.032 0.156 -0.28
F 0.1371 -1.7183 -4.5352 0.042 -0.062 0.235 0.09
F 0.6103 -0.2731 -2.9765 0.260 -0.028 0.084 0.08
H 3.1439 -1.6009 -7.4371 0.028 -0.090 0.079 0.17
H 3.3827 -4.4265 -5.1609 -0.201 -0.032 -0.045 0.15
H 3.9517 -2.7934 -5.2258 -0.182 0.188 -0.105 0.15
H 0.2136 -2.1965 -2.6115 0.183 -0.027 0.079 0.17
F 6.1880 2.3086 3.9855 0.057 -0.240 -0.243 0.09
C 5.8684 1.1803 3.3193 0.496 0.063 -0.491 -0.30
F 5.9508 1.4624 1.9948 -0.168 -0.125 0.064 0.10
C 4.4601 0.6894 3.6533 -0.676 0.308 0.339 -0.44
F 3.5243 1.5583 3.2096 0.181 0.051 -0.094 0.12
F 4.2633 -0.4672 2.9592 0.385 -0.104 0.062 0.10
C 4.1854 0.3697 5.1324 -0.285 -0.684 0.359 -0.04
O 3.5728 1.3842 5.9160 0.497 0.648 -0.419 0.05
C 4.3783 2.3773 6.4512 -0.009 -1.185 0.218 -0.53
F 5.6755 2.0228 6.3622 -0.010 0.372 0.254 0.14
F 4.0880 2.4381 7.7680 -0.079 0.321 -0.058 0.15
C 4.1039 3.7498 5.8322 -0.190 0.602 -0.202 -0.28
F 4.2239 3.7167 4.4894 -0.153 0.034 0.208 0.09
F 4.9959 4.6551 6.2981 0.014 -0.192 0.158 0.10
H 6.6129 0.4120 3.5487 -0.101 -0.047 0.062 0.17
H 3.4518 -0.4367 5.1275 -0.085 0.123 -0.146 0.15
H 5.0619 -0.0477 5.6298 0.134 0.204 -0.151 0.15
H 3.0946 4.0876 6.0791 0.012 -0.137 0.106 0.18
```
Positions in Å, forces in eV/Å.

Computed properties:
- Highest occupied orbital energy: -10.072 eV
- Charge: 0
- Gap between HOMO and LUMO: 10.351 eV